2 unconnected molecules or ions with the total composition C21H14F3N4O10S in a non-equilibrium geometry. Source: the OMol25 dataset; level of theory: wB97M-V/def2-TZVPD.

The geometry in XYZ format:
```
53
Properties=species:S:1:pos:R:3:forces:R:3:nbo_charge:R:1
C -1.27828 -1.05764 -0.95307 -0.910 0.087 -0.480 -0.475
O 1.41659 -0.84671 1.65777 -0.159 -0.301 -0.360 -0.535
C 1.18579 2.26201 -0.26200 -0.058 0.652 0.919 -0.393
C 1.11724 -1.51205 -0.93732 0.672 -0.283 -0.915 0.783
N 3.71499 3.40668 -2.79877 0.962 0.351 0.357 0.515
N 1.34261 2.24443 -4.34552 0.106 -1.504 2.714 -0.094
C 0.19048 -0.47710 1.10323 -0.554 0.259 0.549 0.771
C 2.31473 2.83357 -0.84617 0.026 -0.472 -1.524 -0.118
H 3.35822 -2.13291 2.87173 -0.111 -0.003 -0.166 0.224
C 0.29581 1.36157 -0.96331 -1.828 -0.804 1.494 -0.170
C -4.05342 -1.28653 1.66432 0.124 0.130 -0.102 -0.147
H 0.91532 -3.10569 3.03596 -0.108 0.018 -0.370 0.227
H -0.10782 -3.14376 1.54847 0.178 0.081 0.193 0.224
N -6.69319 -3.43008 2.66341 2.125 0.875 -1.207 -0.344
H -0.78981 1.36497 -0.67052 1.179 0.532 -0.371 0.269
O 4.15096 3.09700 -3.92045 -0.978 0.424 1.518 -0.388
O -1.61485 0.82673 -3.27785 0.453 0.054 -0.474 -0.410
F 0.13141 5.23530 -0.03295 0.529 0.156 0.843 -0.313
O 4.23705 4.29962 -2.07979 -0.745 -1.335 -1.229 -0.444
H 2.97095 3.45600 -0.25298 0.011 0.086 -0.125 0.262
S 0.65460 3.02167 1.30566 -0.146 -1.666 -1.430 2.067
O 1.33780 -1.60986 -2.13307 -0.404 0.151 1.223 -0.595
H -2.57596 0.17471 1.12617 -0.222 -0.208 -0.094 0.262
C 0.79308 4.90295 1.09583 -0.067 -0.380 -0.270 0.752
C 0.54745 1.33289 -2.36904 -1.601 0.294 -2.183 0.053
C -2.36722 -1.61550 -0.04875 0.009 -0.015 -0.267 0.004
H -1.03547 -1.79703 -1.73296 -0.361 0.301 0.167 0.242
C 1.83036 -2.16395 1.33238 0.004 -0.009 -0.347 0.532
C -4.57190 -2.56051 1.40248 0.210 -0.025 -0.057 -0.206
H -4.49951 -0.65037 2.43331 0.077 -0.270 -0.302 0.225
H 1.30603 -4.21155 1.68855 -0.146 0.301 0.052 0.219
O 1.86498 -2.31330 -0.10623 -0.022 0.350 0.002 -0.535
H -1.70656 -0.19557 -1.48984 -0.076 -0.388 0.242 0.255
C -2.87545 -2.89900 -0.29188 0.011 0.342 0.366 -0.161
C -2.96656 -0.81774 0.92996 -0.531 -0.146 0.104 -0.199
C -3.96499 -3.37052 0.43393 -0.098 -0.187 -0.090 -0.187
O -0.77101 2.79367 1.35130 0.577 0.591 0.465 -0.915
O -0.61548 0.04751 1.83840 0.959 -0.244 -0.497 -0.571
C 1.61997 1.98931 -3.02535 -0.269 1.502 -2.237 0.119
C 0.91601 -3.21495 1.94126 -0.282 -0.212 -0.075 -0.658
H 3.49596 -3.46022 1.68979 -0.006 0.201 -0.018 0.214
F 0.18616 5.44873 2.16619 0.413 -0.111 -0.771 -0.310
H -2.41364 -3.50666 -1.06751 -0.140 0.018 0.166 0.209
C 3.25374 -2.40094 1.81659 -0.028 0.318 -0.171 -0.627
H 3.93839 -1.80622 1.21266 0.030 0.024 0.113 0.232
C 2.59241 2.68625 -2.22665 0.452 0.134 1.042 -0.104
H -4.36281 -4.36934 0.24120 0.090 0.335 0.060 0.220
O 0.11632 1.65418 -4.55093 -0.746 -0.375 0.712 -0.172
F 2.06350 5.35563 1.02872 -1.018 -0.281 0.047 -0.312
C 0.03869 -0.65327 -0.36204 2.130 -0.041 1.273 -0.299
C -5.73766 -3.03730 2.10908 -1.856 -0.813 1.090 0.298
O 1.55250 2.67537 2.37207 -0.290 0.526 -0.071 -0.899
N -0.44852 1.17550 -3.31546 2.436 0.980 0.493 0.401
```
Positions in Å, forces in eV/Å.

DFT total energy   -67420.5345 eV
Charge   -1
Orbital gap   6.71 eV
Relative energy (zero: lowest compared OMol25 entry of this formula, charge and spin)   16.5 kcal/mol
LUMO level   1.38 eV